This record from the OMol25 dataset describes a 10-piece molecular cluster, H20O10 overall. The level of theory is ωB97M-V/def2-TZVPD.

XYZ file:
```
30
Properties=species:S:1:pos:R:3:forces:R:3:mulliken_charge:R:1
H -3.565 -2.462 2.507 0.06 -0.04 0.18 0.328
O 0.693 1.005 -0.022 -0.55 -0.55 -0.15 -0.577
H 3.323 1.604 0.129 -0.15 0.11 -0.21 0.324
H 2.232 -3.266 0.561 0.07 0.07 -0.02 0.319
H -4.001 -1.108 0.568 0.08 -0.02 -0.34 0.255
H -4.194 1.649 2.527 -0.02 -0.13 0.03 0.289
H -1.578 0.173 -0.200 -0.46 0.25 -0.22 0.278
H 0.102 0.265 0.160 0.42 0.06 0.23 0.275
O -0.713 -1.259 -2.458 0.22 -0.27 0.05 -0.613
H 1.462 0.832 0.533 -0.11 0.28 0.04 0.258
O 5.294 0.937 -1.543 0.03 0.04 0.12 -0.595
H -1.248 -1.307 -0.106 0.00 -0.13 0.38 0.308
O -1.986 -0.688 -0.058 0.69 -0.17 0.54 -0.581
O -2.616 -2.523 2.346 -0.11 0.07 -0.18 -0.649
H -0.176 -0.640 -1.950 0.15 0.13 -0.28 0.320
O 2.397 2.474 -2.897 0.15 0.08 -0.09 -0.604
H -1.355 -1.591 -1.820 -0.17 0.16 -0.53 0.402
H -2.339 -1.607 2.232 0.03 0.00 0.07 0.317
O -4.452 -0.367 0.146 -0.62 -0.36 -0.28 -0.575
H -5.299 -0.735 -0.130 -0.03 0.20 0.09 0.261
O 2.891 2.234 0.716 0.69 0.00 0.18 -0.617
O 2.376 -2.459 1.068 -0.22 -0.02 0.01 -0.635
H 2.736 3.315 -3.224 -0.07 -0.07 0.03 0.294
H 5.233 1.225 -0.625 0.14 -0.03 -0.09 0.291
H 6.153 0.504 -1.596 -0.08 -0.01 -0.03 0.311
O -4.132 0.693 2.633 0.34 0.15 0.45 -0.621
H -3.599 0.408 1.882 -0.35 0.23 -0.12 0.323
H 3.393 3.048 0.598 -0.20 -0.01 0.02 0.289
H 1.701 -2.492 1.757 0.10 -0.01 0.03 0.315
H 3.001 1.819 -3.264 -0.01 -0.02 0.10 0.309
```
Positions in Å, forces in eV/Å.

The calculation puts the molar mass at 180.1 g/mol. The value obtained for the max |F| is 0.9 eV/A. The net charge is 0. The HOMO energy is -10.8 eV. Its SMILES is O.O.O.O.O.O.O.O.O.O. As for the lowest unoccupied orbital energy: 0.118 eV. As for the spin multiplicity: 1. The value obtained for the energy above the lowest of the compared OMol25 structures with the same formula, charge and spin is 394.8 kJ/mol.

This record from the OMol25 dataset describes a 10-piece molecular cluster, H20O10 overall. The level of theory is ωB97M-V/def2-TZVPD.

XYZ file:
```
30
Properties=species:S:1:pos:R:3:forces:R:3:mulliken_charge:R:1
O -1.755 7.677 -12.817 -1.07 -0.14 -0.17 -0.693
H -1.130 7.232 -10.266 0.66 0.38 0.09 0.456
H -1.072 5.195 -9.025 0.49 -0.43 0.41 0.344
O -3.692 7.067 -10.276 -0.07 1.51 1.03 -0.610
H -4.191 6.462 -10.779 -0.82 -1.18 -0.80 0.230
O -1.232 6.370 -10.686 0.54 -0.97 1.20 -0.568
H -3.959 9.503 -11.126 0.97 0.35 -0.11 0.357
H -2.323 8.868 -8.593 -1.49 -0.25 0.81 0.248
O 0.877 7.516 -8.650 -0.77 -0.90 0.46 -0.549
O -0.555 4.538 -8.512 -0.42 0.21 -0.60 -0.655
H -1.988 7.265 -13.646 0.05 0.00 -0.41 0.239
O -2.304 4.027 -12.719 0.47 0.66 -0.65 -0.534
O 0.271 9.002 -11.115 -0.31 0.46 -0.48 -0.577
H -2.791 6.716 -10.221 -0.19 -0.38 -0.02 0.420
H 0.159 5.024 -11.802 -0.96 0.60 1.03 0.238
H -0.841 7.926 -12.827 1.00 0.43 -0.03 0.292
O 0.969 4.698 -12.160 0.57 -0.31 -0.78 -0.632
H -2.203 3.775 -13.642 0.08 0.12 -0.07 0.277
H 0.667 4.440 -13.036 0.37 -0.22 -0.11 0.305
H 0.814 8.404 -8.328 0.06 0.78 0.22 0.288
O -1.639 9.133 -9.166 1.94 1.09 -1.34 -0.659
H -2.722 8.966 -11.745 0.87 -1.67 -0.88 0.380
H -1.955 9.794 -9.832 -0.64 -0.91 0.68 0.342
H 1.574 7.473 -9.284 0.81 -0.04 -0.39 0.264
O -3.051 9.768 -11.402 -1.91 1.66 0.89 -0.689
H -2.817 3.314 -12.372 -0.53 -0.70 0.68 0.272
H -0.113 9.225 -10.249 0.27 -0.40 -0.21 0.315
H -0.054 4.101 -9.213 0.01 0.03 0.22 0.298
H 1.112 8.578 -10.956 0.17 -0.06 0.14 0.275
H -1.612 6.559 -11.541 -0.14 0.28 -0.80 0.326
```
Positions in Å, forces in eV/Å.

The calculation puts the molar mass at 180.2 g/mol. The value obtained for the max |F| is 2.7 eV/A. The net charge is 0. The HOMO energy is -10.4 eV. Its SMILES is O.O.O.O.O.O.O.O.O.O. As for the lowest unoccupied orbital energy: -0.145 eV. As for the spin multiplicity: 1. The value obtained for the energy above the lowest of the compared OMol25 structures with the same formula, charge and spin is 268.8 kJ/mol.

This record from the OMol25 dataset describes a 10-piece molecular cluster, H20O10 overall. The level of theory is ωB97M-V/def2-TZVPD.

XYZ file:
```
30
Properties=species:S:1:pos:R:3:forces:R:3:mulliken_charge:R:1
O 23.299 3.116 11.402 -0.90 -0.95 0.54 -0.718
H 21.174 5.948 7.925 -0.28 0.20 0.60 0.468
H 24.119 4.566 8.288 1.21 1.13 -1.38 0.287
H 21.520 7.255 12.328 0.90 -0.24 -0.19 0.383
H 21.168 5.288 12.114 1.86 0.54 -0.65 0.316
H 20.296 7.325 10.474 0.38 -0.04 -0.36 0.327
H 22.148 6.171 9.985 0.07 -0.25 0.56 0.276
H 22.778 6.035 8.614 0.51 -0.34 -0.25 0.171
O 24.020 6.032 6.600 0.14 -2.09 0.78 -0.527
H 23.043 3.520 8.318 -0.20 -0.23 -0.21 0.251
H 21.209 4.458 7.502 -0.55 1.05 -0.10 0.237
H 24.446 5.616 5.850 0.01 0.09 -0.23 0.278
H 21.758 8.202 8.463 0.24 -0.49 0.27 0.437
H 18.918 7.558 10.627 -1.28 0.47 0.28 0.270
H 20.339 7.854 12.944 -0.48 0.40 0.27 0.322
O 20.964 8.030 12.241 -0.15 0.12 0.18 -0.663
O 22.216 6.603 9.131 0.12 0.71 0.30 -0.593
O 22.132 5.522 11.902 -2.52 -0.38 0.81 -0.708
H 19.348 3.334 10.428 0.01 0.80 0.04 0.284
H 19.579 4.948 10.354 -0.40 -0.82 -0.49 0.323
O 19.539 4.095 9.857 0.33 0.04 0.31 -0.574
H 22.079 9.555 7.812 0.12 0.06 -0.02 0.306
O 23.604 4.059 8.872 -0.75 -0.83 1.23 -0.605
O 19.466 6.991 10.106 0.71 -0.53 0.09 -0.603
O 21.387 9.055 8.246 -0.44 0.76 -0.25 -0.629
O 20.972 5.360 7.202 -0.04 -1.58 -1.10 -0.609
H 22.567 4.705 12.198 0.46 -0.18 -0.33 0.297
H 23.554 3.669 10.654 -0.12 -0.25 -0.47 0.448
H 22.563 2.529 11.097 1.07 0.91 0.20 0.292
H 24.022 6.949 6.454 -0.01 1.91 -0.42 0.258
```
Positions in Å, forces in eV/Å.

The calculation puts the molar mass at 180.2 g/mol. The value obtained for the max |F| is 2.7 eV/A. The net charge is 0. The HOMO energy is -10.3 eV. Its SMILES is O.O.O.O.O.O.O.O.O.O. As for the lowest unoccupied orbital energy: 0.017 eV. As for the spin multiplicity: 1. The value obtained for the energy above the lowest of the compared OMol25 structures with the same formula, charge and spin is 280.3 kJ/mol.

This record from the OMol25 dataset describes a 10-piece molecular cluster, H20O10 overall. The level of theory is ωB97M-V/def2-TZVPD.

XYZ file:
```
30
Properties=species:S:1:pos:R:3:forces:R:3:mulliken_charge:R:1
H 1.311 2.555 -0.386 -1.08 0.63 0.40 0.397
O -0.916 -1.232 -2.611 -2.28 0.00 1.54 -0.738
H -2.158 2.102 -1.897 -0.19 0.00 -0.17 0.283
H -0.714 1.943 -1.446 -0.05 -0.08 0.36 0.363
H -1.270 2.013 2.479 0.13 -0.09 -0.15 0.294
H 3.538 1.089 -0.102 -1.50 0.25 0.25 0.290
H 1.123 -0.665 2.110 -0.81 -1.46 0.38 0.308
H -0.956 -2.460 -1.068 -0.37 -0.41 0.61 0.287
H -0.121 -1.230 -3.059 2.49 -0.08 -1.98 0.286
H -1.610 -1.858 0.153 -0.28 -0.10 -0.02 0.472
H -2.235 0.272 -0.575 0.08 -0.03 0.35 0.432
O -0.836 1.608 1.717 -1.06 0.85 0.07 -0.840
O -2.354 -0.207 0.264 -0.28 -0.47 -0.23 -0.788
O 1.144 0.231 2.437 1.43 0.12 -0.67 -0.749
H -1.923 0.367 0.911 0.20 0.27 0.14 0.426
H 0.058 2.713 0.550 0.01 -0.16 -0.18 0.425
H 0.471 -0.855 -1.416 0.81 0.14 0.71 0.374
H 0.060 -2.877 0.950 0.02 -0.19 -0.02 0.397
O 2.575 1.242 0.098 0.70 -1.05 -1.25 -0.792
O -1.488 1.426 -1.775 0.35 0.30 -0.30 -0.710
O 0.908 -2.645 1.397 -0.07 1.01 -0.19 -0.721
H 1.255 -3.387 1.870 0.16 -0.61 0.26 0.260
O 0.406 2.970 -0.324 0.95 -0.47 -0.59 -0.793
H -0.078 1.093 2.061 0.37 -0.43 0.28 0.530
O -1.200 -2.702 -0.146 0.18 0.46 -0.59 -0.759
H 2.057 0.581 -0.501 0.99 0.65 1.29 0.475
O 1.276 -0.834 -0.837 -1.15 -0.22 -0.81 -0.581
H 1.826 0.506 1.784 -0.05 0.93 0.39 0.409
H -1.172 -0.301 -2.505 -0.20 0.21 -0.06 0.393
H 1.022 -1.460 -0.136 0.51 0.01 0.16 0.369
```
Positions in Å, forces in eV/Å.

The calculation puts the molar mass at 180.1 g/mol. The value obtained for the max |F| is 3.2 eV/A. The net charge is 0. The HOMO energy is -11.0 eV. Its SMILES is O.O.O.O.O.O.O.O.O.O. As for the lowest unoccupied orbital energy: 0.362 eV. As for the spin multiplicity: 1. The value obtained for the energy above the lowest of the compared OMol25 structures with the same formula, charge and spin is 86.4 kJ/mol.

This record from the OMol25 dataset describes a 10-piece molecular cluster, H20O10 overall. The level of theory is ωB97M-V/def2-TZVPD.

XYZ file:
```
30
Properties=species:S:1:pos:R:3:forces:R:3:mulliken_charge:R:1
H 1.390 4.178 -0.832 0.24 -0.07 -0.06 0.322
H 0.598 -5.683 -0.181 0.03 0.26 0.01 0.317
H 0.157 1.778 5.347 0.08 -0.08 -0.25 0.321
H -4.672 2.001 -0.043 -0.12 0.19 -0.10 0.310
O 0.533 -0.565 -0.273 0.10 -0.09 -0.26 -0.635
O -2.008 3.350 -3.904 0.19 -0.21 0.03 -0.632
H -0.197 0.044 -0.167 -0.24 0.14 0.01 0.317
H -0.093 3.977 -1.060 -0.19 -0.15 -0.16 0.317
H -1.859 4.286 -4.037 0.09 0.26 -0.09 0.323
O 6.594 -2.036 0.867 0.23 -0.04 0.08 -0.632
H 0.363 0.681 -4.625 -0.19 0.21 -0.02 0.316
H 0.920 -7.154 -0.023 0.14 -0.19 0.07 0.319
H -4.639 -1.229 -1.850 0.13 0.21 0.21 0.317
H 3.523 -0.214 3.841 0.18 0.19 0.00 0.319
H 2.977 -1.488 4.449 0.01 -0.22 0.16 0.323
O 2.800 -0.836 3.770 -0.20 0.06 -0.19 -0.639
O -0.262 2.087 6.150 -0.19 0.12 0.03 -0.635
O 0.252 -6.557 -0.361 -0.18 -0.07 -0.08 -0.635
O -4.928 -2.039 -2.270 0.05 -0.20 0.00 -0.635
H 0.923 -0.628 0.599 0.14 -0.05 0.25 0.315
H -5.623 -1.764 -2.868 -0.18 0.01 -0.17 0.315
H 6.027 -1.376 1.265 -0.12 0.17 0.09 0.311
O 1.025 -0.008 -4.682 0.18 -0.02 -0.19 -0.646
H -2.863 3.302 -3.477 -0.23 -0.06 0.08 0.311
H 6.024 -2.507 0.258 -0.12 -0.14 -0.18 0.321
O -4.181 1.314 0.407 0.18 -0.15 -0.20 -0.627
H -4.531 1.315 1.299 -0.06 -0.05 0.26 0.320
H 0.898 -0.529 -3.889 -0.01 -0.17 0.24 0.324
H 0.322 1.797 6.852 0.11 -0.06 0.21 0.315
O 0.532 4.502 -0.560 -0.06 0.18 0.18 -0.637
```
Positions in Å, forces in eV/Å.

The calculation puts the molar mass at 180.2 g/mol. The value obtained for the max |F| is 0.3 eV/A. The net charge is 0. The HOMO energy is -11.2 eV. Its SMILES is O.O.O.O.O.O.O.O.O.O. As for the lowest unoccupied orbital energy: -0.090 eV. As for the spin multiplicity: 1. The value obtained for the energy above the lowest of the compared OMol25 structures with the same formula, charge and spin is 358.5 kJ/mol.

This record from the OMol25 dataset describes H20O10 as an isolated structure. The level of theory is ωB97M-V/def2-TZVPD.

XYZ file:
```
30
Properties=species:S:1:pos:R:3:forces:R:3:mulliken_charge:R:1
H 1.049 8.025 -23.299 -0.26 0.36 -0.56 0.385
H -1.454 5.742 -22.853 -0.78 0.17 -0.05 0.387
O 0.167 3.782 -18.281 1.39 -0.90 2.85 -0.726
H 0.334 4.707 -18.102 0.08 0.14 0.12 0.297
H -1.103 4.827 -20.841 -1.22 0.69 0.37 0.620
H 0.183 2.987 -22.631 0.26 -0.44 0.43 0.239
H 0.549 6.805 -22.556 0.12 0.01 0.31 0.237
H 2.439 3.515 -22.985 -0.20 0.08 -0.41 0.440
H -0.503 4.722 -22.264 -0.13 0.18 -0.31 0.116
O -0.597 7.452 -20.718 -0.18 1.64 0.57 -0.622
H 1.292 5.053 -21.999 0.82 -0.03 0.51 0.572
O 1.352 7.245 -22.835 -2.82 -0.21 -5.62 -0.601
O -1.124 5.408 -22.019 -4.23 4.36 -2.06 -0.922
O 1.142 5.544 -21.191 -0.01 -1.45 0.68 -0.475
H 2.089 7.789 -21.871 0.91 0.11 1.69 0.385
H -0.535 6.791 -21.408 -0.29 -0.06 0.81 0.243
H -1.173 3.349 -20.524 -0.36 -0.31 0.23 0.230
H 0.056 3.738 -19.231 0.45 0.08 0.94 0.384
O 2.723 2.726 -22.523 -0.64 -3.28 0.43 -0.658
O 2.928 4.844 -22.831 1.13 2.66 -1.20 -0.615
H 2.197 6.546 -21.013 0.16 0.35 0.30 0.414
H 0.631 4.950 -20.641 0.41 -0.11 0.41 0.297
O 2.538 7.435 -21.103 3.94 2.06 3.20 -0.866
H -1.217 7.083 -20.088 -0.18 0.02 0.11 0.324
O 0.123 3.912 -22.869 2.55 -4.50 -3.10 -0.530
H 3.292 5.562 -23.348 -0.17 0.70 0.02 0.216
H 3.693 4.383 -22.488 0.38 0.01 0.43 0.304
H 0.408 3.944 -23.782 0.06 0.29 -0.49 0.282
O -0.751 4.163 -20.250 -1.49 -1.97 -0.66 -0.641
H 2.426 2.004 -23.076 0.29 -0.66 0.09 0.280
```
Positions in Å, forces in eV/Å.

The calculation puts the molar mass at 180.2 g/mol. The value obtained for the max |F| is 6.4 eV/A. The net charge is 0. The HOMO energy is -8.4 eV. As for the lowest unoccupied orbital energy: -0.881 eV. As for the spin multiplicity: 1. The value obtained for the energy above the lowest of the compared OMol25 structures with the same formula, charge and spin is 966.6 kJ/mol.